Arrangement A

The following is a DFT calculation (wB97M-V/def2-TZVPD) of a 4-piece molecular cluster, C5H17NO2 overall.

orbital gap = 9.2 eV

```
! RIJCOSX wB97M-V def2-TZVPD def2/J DEFGRID3
* xyz 0 1
C 0.36 -1.59 -1.79
C 0.99 -0.91 -0.65
N -0.08 -0.39 0.23
C 0.46 0.23 1.45
C -0.51 0.83 2.46
C -1.07 -1.41 0.57
H -0.31 -0.79 -2.11
H -0.26 -2.45 -1.55
H 1.05 -1.87 -2.58
H 1.75 -1.47 -0.08
H 1.49 0.01 -0.97
H 0.93 -0.63 1.97
H 1.20 0.96 1.15
H 0.03 1.34 3.25
H -1.09 1.58 1.92
H -1.20 0.09 2.84
H -1.71 -1.09 1.39
H -1.53 -1.85 -0.30
H -0.57 -2.29 1.04
H -0.03 1.94 -3.12
H -0.90 0.59 -1.26
O 0.06 1.30 -2.41
H 0.35 3.40 -0.25
H 0.20 2.02 -1.06
O 0.39 2.44 -0.15
*
```

Löwdin analysis output, partial charges in e: number 1, C, carries -0.110; number 2, C, carries -0.266; number 3, N, carries -0.229; number 4, C, carries -0.268; number 5, C, carries -0.084; number 6, C, carries -0.086; number 7, H, carries 0.036; number 8, H, carries 0.067; number 9, H, carries 0.092; number 10, H, carries 0.130; number 11, H, carries 0.112; number 12, H, carries 0.123; number 13, H, carries 0.100; number 14, H, carries 0.080; number 15, H, carries 0.077; number 16, H, carries 0.055; number 17, H, carries 0.072; number 18, H, carries 0.072; number 19, H, carries 0.108; number 20, H, carries -0.003; number 21, H, carries 0.378; number 22, O, carries -0.305; number 23, H, carries 0.030; number 24, H, carries -0.044; number 25, O, carries -0.136

Arrangement B

The following is a DFT calculation (wB97M-V/def2-TZVPD) of a 3-piece molecular cluster, C5H17NO2 overall.

SMILES = CCCCNC.O.O
orbital gap = 8.8 eV

```
! RIJCOSX wB97M-V def2-TZVPD def2/J DEFGRID3
* xyz 0 1
C -1.03 0.35 2.38
C -0.37 0.54 1.02
C 1.15 0.75 1.01
C 1.89 -0.01 -0.10
N 1.29 -0.01 -1.41
C 1.32 1.25 -2.10
H -1.99 -0.13 2.21
H -1.30 1.31 2.82
H -0.50 -0.30 3.09
H -0.75 -0.19 0.28
H -0.81 1.44 0.57
H 1.36 1.82 0.86
H 1.56 0.50 1.99
H 2.89 0.41 -0.20
H 2.09 -1.04 0.24
H 0.34 -0.36 -1.41
H 1.17 2.12 -1.44
H 2.21 1.37 -2.72
H 0.52 1.27 -2.84
O -2.46 -2.32 0.93
H -1.69 -2.38 1.50
H -2.16 -2.29 0.01
O -1.48 -1.37 -1.85
H -1.35 -2.07 -2.50
H -1.89 -0.64 -2.34
*
```

Löwdin analysis output, partial charges in e: number 1, C, carries -0.115; number 2, C, carries -0.260; number 3, C, carries -0.198; number 4, C, carries -0.256; number 5, N, carries -0.131; number 6, C, carries -0.138; number 7, H, carries 0.052; number 8, H, carries 0.070; number 9, H, carries 0.075; number 10, H, carries 0.068; number 11, H, carries 0.106; number 12, H, carries 0.097; number 13, H, carries 0.099; number 14, H, carries 0.109; number 15, H, carries 0.111; number 16, H, carries 0.039; number 17, H, carries 0.074; number 18, H, carries 0.072; number 19, H, carries 0.073; number 20, O, carries -0.061; number 21, H, carries 0.030; number 22, H, carries 0.000; number 23, O, carries -0.046; number 24, H, carries 0.064; number 25, H, carries 0.070

Energy above the most stable structure, in kcal/mol: arrangement A 83.7; arrangement B 0.0